{"formula": "C40H106N4O15", "method": "ωB97M-V/def2-TZVPD", "gap_ev": 7.821, "energy_ev": -79865.914, "symbols": ["C", "O", "H", "H", "H", "H", "C", "O", "H", "H", "H", "H", "C", "O", "H", "H", "H", "H", "C", "O", "H", "H", "H", "H", "O", "H", "H", "O", "H", "H", "O", "H", "H", "O", "H", "H", "O", "H", "H", "O", "H", "H", "O", "H", "H", "C", "C", "C", "C", "C", "C", "N", "O", "C", "C", "C", "H", "H", "H", "H", "H", "H", "H", "H", "H", "H", "H", "H", "H", "H", "H", "H", "H", "H", "H", "C", "C", "C", "C", "C", "C", "N", "O", "C", "C", "C", "H", "H", "H", "H", "H", "H", "H", "H", "H", "H", "H", "H", "H", "H", "H", "H", "H", "H", "H", "C", "C", "C", "C", "C", "C", "N", "O", "C", "C", "C", "H", "H", "H", "H", "H", "H", "H", "H", "H", "H", "H", "H", "H", "H", "H", "H", "H", "H", "H", "C", "C", "C", "C", "C", "C", "N", "O", "C", "C", "C", "H", "H", "H", "H", "H", "H", "H", "H", "H", "H", "H", "H", "H", "H", "H", "H", "H", "H", "H"], "coordinates": [[-6.958, -0.295, -4.485], [-7.118, -0.509, -5.873], [-6.585, 0.716, -4.271], [-7.901, -0.406, -3.963], [-6.180, -0.910, -4.024], [-6.257, -0.589, -6.283], [-3.731, 5.575, 1.936], [-4.123, 4.646, 2.943], [-4.337, 6.482, 2.005], [-2.699, 5.893, 2.095], [-3.830, 5.127, 0.948], [-4.578, 3.921, 2.513], [2.437, 3.874, -2.219], [2.372, 5.199, -1.670], [3.322, 3.760, -2.849], [2.463, 3.118, -1.435], [1.580, 3.775, -2.880], [3.011, 5.263, -0.954], [-1.987, -3.577, -5.293], [-0.586, -3.807, -5.199], [-2.305, -3.515, -6.332], [-2.471, -4.416, -4.790], [-2.297, -2.725, -4.681], [-0.130, -2.960, -5.192], [1.662, 1.009, -3.582], [1.724, 0.369, -4.299], [0.764, 1.359, -3.639], [-0.055, -0.666, -5.493], [0.126, -0.829, -6.426], [-0.992, -0.429, -5.461], [-6.621, 0.496, -0.341], [-6.693, 0.289, 0.597], [-5.822, 1.042, -0.413], [-4.196, 2.446, -3.629], [-4.004, 2.202, -4.543], [-5.103, 2.778, -3.651], [-0.355, 5.966, -2.149], [0.491, 5.605, -1.824], [-0.572, 6.673, -1.533], [-1.097, 1.827, -3.274], [-1.198, 1.488, -2.365], [-1.994, 2.034, -3.545], [-3.208, -0.912, -5.792], [-3.836, -0.888, -6.522], [-2.868, -1.817, -5.794], [-3.059, -0.779, -2.297], [-2.529, -0.401, -0.909], [-1.081, -0.870, -0.892], [-0.363, -0.406, 0.353], [-0.370, 1.117, 0.421], [-1.770, 1.766, 0.235], [-2.558, 1.067, -0.783], [-3.874, 1.583, -0.828], [-2.420, 1.902, 1.621], [-1.502, 3.205, -0.265], [-3.356, -1.095, 0.199], [-2.379, -0.430, -3.071], [-4.056, -0.377, -2.507], [-3.228, -1.852, -2.419], [-1.079, -1.963, -0.916], [-0.519, -0.520, -1.764], [0.703, -0.662, 0.369], [-0.762, -0.932, 1.227], [0.322, 1.531, -0.318], [0.048, 1.440, 1.378], [-2.421, 1.002, 2.241], [-1.905, 2.638, 2.239], [-3.447, 2.255, 1.509], [-1.051, 3.796, 0.535], [-0.755, 3.279, -1.060], [-2.398, 3.671, -0.675], [-3.393, -0.621, 1.175], [-3.005, -2.118, 0.352], [-4.369, -1.196, -0.198], [-3.979, 1.845, -1.758], [-1.914, -6.148, -1.981], [-1.020, -5.441, -0.973], [-1.343, -5.926, 0.446], [-0.732, -7.237, 0.859], [0.775, -7.252, 0.648], [1.218, -6.828, -0.756], [0.398, -5.699, -1.235], [0.747, -5.311, -2.547], [2.656, -6.337, -0.754], [1.083, -8.050, -1.673], [-1.264, -3.928, -0.988], [-1.736, -7.224, -1.952], [-1.687, -5.782, -2.985], [-2.988, -5.999, -1.846], [-1.153, -5.170, 1.219], [-2.440, -5.910, 0.500], [-1.245, -8.068, 0.360], [-0.838, -7.496, 1.917], [1.131, -8.264, 0.851], [1.225, -6.599, 1.402], [3.107, -6.380, -1.748], [2.823, -5.323, -0.397], [3.281, -6.979, -0.124], [1.867, -8.796, -1.516], [0.077, -8.461, -1.590], [1.247, -7.820, -2.731], [-2.302, -3.601, -0.935], [-0.894, -3.516, -1.935], [-0.708, -3.433, -0.189], [1.096, -4.417, -2.449], [0.908, -3.767, 3.683], [1.923, -2.942, 2.888], [1.303, -1.594, 2.528], [2.325, -0.575, 2.015], [3.427, -0.452, 3.071], [4.140, -1.780, 3.402], [3.138, -2.791, 3.701], [3.683, -4.017, 4.103], [5.096, -2.174, 2.251], [4.959, -1.464, 4.666], [2.254, -3.719, 1.576], [0.655, -3.193, 4.574], [1.345, -4.745, 3.876], [0.009, -3.961, 3.094], [0.618, -1.793, 1.699], [0.765, -1.240, 3.409], [1.833, 0.377, 1.806], [2.753, -0.882, 1.057], [2.946, -0.080, 3.979], [4.174, 0.293, 2.791], [5.254, -3.247, 2.154], [4.685, -1.818, 1.303], [6.051, -1.652, 2.315], [4.371, -1.000, 5.453], [5.388, -2.396, 5.046], [5.828, -0.851, 4.422], [2.981, -3.100, 1.047], [1.359, -3.786, 0.955], [2.737, -4.680, 1.733], [4.263, -4.323, 3.382], [3.020, 3.339, 3.398], [2.351, 4.490, 2.652], [1.054, 4.827, 3.431], [0.519, 6.235, 3.202], [1.626, 7.275, 3.319], [2.769, 6.993, 2.353], [3.258, 5.637, 2.640], [4.445, 5.324, 1.937], [2.403, 7.285, 0.898], [3.948, 7.902, 2.815], [1.927, 4.028, 1.233], [3.861, 2.980, 2.795], [2.260, 2.567, 3.526], [3.473, 3.569, 4.363], [0.237, 4.114, 3.302], [1.284, 4.756, 4.503], [-0.319, 6.486, 3.856], [0.101, 6.272, 2.187], [2.012, 7.260, 4.342], [1.162, 8.251, 3.164], [3.274, 7.217, 0.247], [1.604, 6.639, 0.542], [2.025, 8.307, 0.817], [4.732, 7.817, 2.058], [3.672, 8.959, 2.779], [4.354, 7.637, 3.786], [2.827, 3.926, 0.626], [1.176, 4.672, 0.785], [1.485, 3.037, 1.363], [5.102, 5.379, 2.639]], "forces_ev_per_a": [[1.0, 0.7, 0.5], [-0.4, -0.2, 0.0], [-0.3, 0.2, -0.2], [-0.1, -0.2, -0.2], [-0.3, -0.5, -0.1], [0.1, 0.0, 0.1], [-0.1, 0.1, 0.2], [0.2, 0.2, 0.0], [-0.1, -0.1, -0.1], [0.1, -0.3, 0.0], [0.1, 0.2, -0.1], [0.0, -0.1, 0.0], [0.3, 0.4, -0.3], [0.0, -0.2, -0.1], [0.1, 0.0, 0.1], [-0.3, -0.1, -0.1], [-0.1, -0.2, 0.2], [0.0, 0.1, 0.0], [0.8, -0.6, 1.0], [-0.3, 0.0, -0.1], [-0.2, 0.0, -0.1], [-0.1, -0.2, -0.4], [0.2, 0.0, 0.0], [0.0, 0.3, 0.0], [0.3, 0.0, 0.1], [-0.2, 0.0, 0.1], [-0.2, 0.0, -0.1], [-0.1, -0.4, -0.1], [0.0, 0.1, 0.0], [0.0, 0.1, 0.0], [0.0, 0.2, 0.0], [0.0, 0.0, -0.1], [0.1, -0.3, 0.1], [-0.1, 0.0, -0.2], [-0.1, -0.1, 0.1], [0.1, 0.0, 0.0], [0.1, -0.2, 0.2], [-0.1, 0.3, -0.1], [0.0, 0.0, -0.1], [0.4, -0.2, 0.0], [-0.4, 0.2, -0.2], [-0.1, 0.2, 0.1], [-0.2, 0.3, -0.2], [0.1, 0.1, 0.0], [-0.2, 0.3, -0.1], [-0.9, 0.0, -0.1], [-0.3, -0.1, 0.4], [0.6, 0.0, 0.4], [0.5, 0.4, -0.2], [-0.6, -0.2, 0.1], [1.0, 0.9, 0.7], [1.1, -0.2, -0.8], [-0.2, 0.0, -0.1], [-0.5, -0.1, 0.3], [0.2, 0.0, -0.2], [-0.4, -0.6, -0.7], [0.0, 0.0, -0.1], [0.1, 0.3, 0.2], [0.4, -0.1, 0.3], [-0.1, 1.1, -0.2], [-0.2, 0.1, -0.1], [-0.5, -0.2, -0.7], [-0.5, 0.7, -0.1], [-0.1, -0.3, -0.3], [-0.3, 0.1, 0.1], [-0.1, -0.2, -0.3], [0.1, 0.1, -0.3], [0.0, -0.1, 0.1], [-0.4, 0.1, 0.1], [-0.1, -0.4, -0.2], [-0.1, 0.1, 0.4], [0.2, 0.3, -0.1], [0.1, 0.0, 0.0], [-0.1, 0.1, 0.4], [0.1, 0.0, 0.1], [-0.2, -0.2, -0.6], [0.0, -0.4, 0.7], [-1.0, 0.7, 0.8], [0.0, -0.9, 0.1], [-0.1, 0.4, -0.1], [-0.4, 0.0, -0.7], [0.0, 1.1, 0.9], [0.0, -0.3, -0.1], [1.1, -0.4, -0.1], [0.3, 0.0, -0.9], [0.6, -0.4, -0.7], [0.0, 0.0, -0.1], [0.2, -0.2, 0.0], [0.1, 0.2, 0.4], [0.8, 0.1, -0.3], [0.0, -0.6, -0.1], [0.3, 0.0, -0.3], [-0.5, 0.5, 0.0], [0.2, 0.1, -0.1], [0.0, 0.1, -0.1], [-0.2, 0.0, -0.1], [-0.5, 0.0, 0.1], [-0.1, -0.1, 0.0], [-0.3, -0.1, 0.6], [0.1, -0.3, 0.1], [-0.3, 0.5, 0.1], [-0.1, -0.5, 0.2], [0.0, -0.1, 0.0], [0.0, -0.4, 0.1], [0.1, -0.1, 0.0], [0.3, 0.2, -0.4], [0.4, -1.4, -0.9], [0.7, -0.5, -0.4], [0.3, -0.2, 0.6], [-0.5, 0.1, -0.4], [0.3, 0.8, 0.1], [-0.8, 0.9, 0.9], [0.3, 0.0, -0.3], [-0.3, 0.6, -0.5], [0.6, -1.1, -0.1], [0.2, 1.3, 0.2], [-0.1, -0.4, 0.2], [0.0, 0.1, 0.5], [0.0, 0.3, -0.1], [0.1, -0.3, 1.0], [-0.1, 0.3, -0.1], [0.2, 0.1, 0.3], [-0.1, -0.2, 0.0], [0.1, -0.1, 0.1], [0.1, -0.1, 0.0], [0.2, 0.0, 0.1], [-0.1, -0.3, -0.1], [0.1, -0.3, 0.3], [-0.1, 0.0, 0.0], [-0.2, 0.1, 0.2], [-0.2, 0.3, -0.1], [-0.1, -0.2, -0.3], [0.1, -0.4, 0.0], [-0.3, -0.2, 0.2], [-0.2, -0.1, 0.1], [0.4, -0.3, -0.7], [-1.0, 0.0, -0.3], [0.2, 0.8, 1.3], [0.0, -0.1, -0.9], [-0.9, -0.6, 0.2], [1.2, 0.6, 0.8], [-0.8, 0.0, 1.0], [-0.2, 0.0, -0.2], [-0.2, 0.3, 0.2], [-0.1, 0.3, -1.6], [0.5, -0.5, 1.0], [-0.2, -0.4, -0.1], [0.3, -0.3, 0.0], [-0.4, 0.5, 0.1], [0.3, -0.3, -0.5], [0.1, 0.0, 0.0], [0.1, -0.2, 0.2], [0.0, 0.1, 0.0], [0.1, 0.0, 0.0], [0.4, 0.2, -0.2], [0.0, -0.2, 0.0], [0.1, -0.1, -0.1], [0.1, 0.0, 0.0], [0.2, -0.1, 0.2], [-0.2, -0.1, 0.3], [-0.2, -0.1, 0.1], [-0.2, 0.0, -0.2], [0.1, 0.1, -0.1], [0.0, 0.0, -0.3], [0.1, -0.1, -0.2]]}